1.
28
Properties=species:S:1:pos:R:3 method="wB97M-V/def2-TZVPD" de_lowest_ev=0.3251 multiplicity=2 total_charge=-1 energy_ha=-8495.979564
Cu 0.635 -1.493 0.629
Br 0.758 -1.278 -2.521
C 2.624 -1.561 -2.122
Br 2.872 -2.700 -0.590
H 3.056 -0.599 -1.866
H 3.100 -2.018 -2.949
O 2.247 1.426 -1.288
S 1.749 1.337 0.070
O 2.280 2.308 0.974
O 1.859 -0.060 0.574
C -0.036 1.607 -0.100
C -0.472 2.131 -1.320
C -1.821 2.331 -1.544
C -2.742 2.023 -0.552
C -2.304 1.497 0.648
C -0.950 1.278 0.889
S -0.682 0.478 2.504
O 0.379 1.074 3.204
O -1.978 0.480 3.133
O -0.412 -0.941 2.085
H 0.301 2.350 -2.048
H -2.133 2.806 -2.479
H -3.788 2.208 -0.682
H -2.972 1.241 1.416
O 0.500 -4.278 1.803
C -0.372 -4.009 1.006
O -0.506 -2.927 0.306
H -1.195 -4.711 0.818

2.
52
Properties=species:S:1:pos:R:3 method="wB97M-V/def2-TZVPD" de_lowest_ev=26.8256 total_charge=0 energy_ha=-1370.693612
C -7.647 -0.863 -2.184
H -7.041 -0.533 -3.183
O -7.017 -0.145 -1.151
C -5.812 -0.455 -0.848
C -4.950 -1.374 -1.702
C -3.712 -1.409 -1.100
C -3.289 -0.794 0.153
C -4.113 0.140 0.604
C -5.464 0.270 0.246
O -6.313 0.931 0.989
C -6.032 1.855 2.188
H -5.301 2.498 1.871
H -5.601 0.780 2.829
H -6.852 2.246 2.557
H -3.748 0.613 1.479
C -1.892 -0.827 0.530
N -0.945 -1.714 -0.135
O 0.212 -1.552 0.495
C 0.342 -0.400 1.395
H 0.608 -0.928 2.483
C -1.267 -0.070 1.496
H -1.415 1.115 1.647
H -1.688 -0.265 2.580
C 1.093 0.717 1.248
O 0.893 1.986 1.106
N 2.357 0.263 0.431
C 3.280 0.882 -0.064
C 3.277 2.553 -0.462
C 4.447 2.612 -0.836
N 5.304 1.523 -0.833
N 4.529 0.707 -0.400
C 5.034 -0.698 -0.252
C 6.055 -1.111 -0.994
C 6.575 -2.518 -0.830
C 6.186 -3.230 0.282
C 5.322 -2.476 1.210
C 4.734 -1.428 0.811
H 4.012 -1.026 1.980
H 4.982 -3.223 2.051
H 6.549 -4.006 0.530
H 7.421 -2.835 -1.340
H 6.171 -0.457 -1.609
C 4.945 3.886 -1.464
H 4.927 4.572 -0.715
H 4.347 4.298 -2.429
H 6.235 3.740 -1.807
H 2.499 2.957 -0.292
H 2.463 -0.894 0.256
H -2.940 -1.833 -1.821
H -5.435 -1.646 -2.388
H -7.601 -1.905 -2.248
H -8.723 -0.529 -2.360

3.
8
Properties=species:S:1:pos:R:3 method="wB97M-V/def2-TZVPD" smiles="O=[N+]([O-])/C=C/Br" de_lowest_ev=3.4547 total_charge=0 energy_ha=-2856.520419
O 1.402 1.185 0.054
N 1.290 -0.036 -0.017
O 2.243 -0.774 0.110
C -0.032 -0.517 -0.133
C -1.032 0.312 0.091
Br -2.875 0.021 0.036
H -0.275 -1.598 -0.409
H -0.723 1.408 0.268

4.
10
Properties=species:S:1:pos:R:3 method="wB97M-V/def2-TZVPD" smiles="CC(=O)C(=O)O" de_lowest_ev=1.2187 total_charge=0 energy_ha=-342.411151
C -1.127 0.463 0.232
C -0.256 -0.819 -0.101
O -0.645 -1.963 -0.353
C 1.252 -0.583 -0.016
O 2.041 -1.460 0.289
O 1.743 0.718 -0.311
H -1.103 1.177 -0.620
H -2.183 0.221 0.342
H -0.744 0.867 1.189
H 1.023 1.378 -0.650

5.
83
Properties=species:S:1:pos:R:3 method="wB97M-V/def2-TZVPD" multiplicity=6 total_charge=+2 energy_ha=-2785.519639
Ir 0.113 -0.699 2.663
C -0.942 1.306 3.402
C -1.495 0.703 2.256
C -1.263 1.325 0.899
C -0.040 0.763 0.155
C 1.068 0.186 0.990
C 1.627 0.845 2.118
C 1.291 2.243 2.515
C 0.028 2.431 3.398
C 1.609 -1.903 3.132
H -1.465 1.141 4.346
H -2.396 0.093 2.406
H -1.188 2.419 0.971
H -2.163 1.132 0.297
H -0.424 -0.082 -0.445
H 0.339 1.516 -0.556
H 1.693 -0.603 0.538
H 2.607 0.473 2.431
H 1.209 2.886 1.624
H 2.140 2.643 3.090
H 0.362 2.601 4.434
H -0.456 3.375 3.090
H 2.030 -1.595 4.098
H 2.400 -1.871 2.379
H 1.215 -2.919 3.240
P 1.620 -0.864 -1.890
P -2.194 0.024 -2.047
N 2.992 0.169 -2.285
N 2.213 -2.211 -2.900
N -2.230 1.515 -2.978
N -3.641 -0.685 -2.832
C 0.466 -0.164 -3.139
C -0.941 -0.825 -3.092
C 4.197 0.058 -1.569
C 5.172 0.787 -2.239
C 4.566 1.348 -3.405
C 3.238 0.947 -3.423
C 2.470 -3.480 -2.378
C 2.899 -4.310 -3.404
C 2.933 -3.526 -4.601
C 2.536 -2.239 -4.264
C -2.725 2.710 -2.429
C -2.481 3.743 -3.323
C -1.866 3.171 -4.487
C -1.732 1.810 -4.256
C -4.438 -0.301 -3.922
C -5.242 -1.373 -4.292
C -4.932 -2.465 -3.412
C -3.948 -2.025 -2.540
H 0.868 -0.313 -4.155
H 0.414 0.925 -2.971
H -1.364 -0.871 -4.110
H -0.873 -1.863 -2.720
H 4.224 -0.502 -0.651
H 6.204 0.893 -1.944
H 5.049 1.960 -4.165
H 2.437 1.174 -4.119
H 2.323 -3.652 -1.321
H 3.168 -5.352 -3.314
H 3.223 -3.860 -5.592
H 2.455 -1.347 -4.874
H -3.225 2.698 -1.475
H -2.705 4.786 -3.168
H -1.570 3.694 -5.388
H -1.320 1.031 -4.890
H -4.373 0.692 -4.336
H -5.967 -1.379 -5.093
H -5.379 -3.447 -3.419
H -3.428 -2.534 -1.747
Cl -2.723 -1.859 6.698
C -1.431 -0.733 6.767
C -1.309 0.055 7.905
C -0.263 0.967 8.015
C 0.714 1.019 7.019
C 0.621 0.183 5.900
C -0.493 -0.638 5.707
C -0.721 -1.433 4.442
H -2.044 -0.051 8.702
H -0.194 1.625 8.879
H 1.558 1.698 7.107
H 1.429 0.164 5.163
H -0.343 -2.458 4.589
H -1.795 -1.493 4.196

6.
10
Properties=species:S:1:pos:R:3 method="wB97M-V/def2-TZVPD" de_lowest_ev=3.6081 total_charge=0 energy_ha=-1459.772783
C 0.222 -0.230 -0.232
C -0.159 1.038 -0.930
O -0.058 -2.304 1.495
O -0.040 -0.017 2.436
O 1.398 -0.457 0.368
F -0.186 -1.550 -1.275
F -0.149 0.953 -2.258
F 0.697 2.014 -0.593
S 0.065 -0.909 1.345
Cl -1.789 1.462 -0.354

7.
55
Properties=species:S:1:pos:R:3 method="wB97M-V/def2-TZVPD" de_lowest_ev=0.7011 multiplicity=2 total_charge=0 energy_ha=-4959.763616
Bi 0.302 0.212 0.234
I -6.779 1.079 2.350
C -4.700 0.836 2.326
C -3.880 1.893 2.690
C -2.507 1.717 2.654
I -1.232 3.295 3.152
C -1.910 0.508 2.253
O -0.591 0.369 2.241
C -2.776 -0.538 1.868
C -2.178 -1.804 1.318
N -1.601 -1.514 -0.004
C -0.897 -2.632 -0.636
C 0.311 -2.963 0.192
C 0.807 -4.230 0.285
C 1.923 -4.511 1.099
C 2.462 -3.432 1.842
C 1.944 -2.180 1.717
N 0.887 -1.891 0.864
C -4.154 -0.370 1.915
H -4.300 2.845 2.982
H -2.939 -2.590 1.258
H -1.368 -2.149 1.961
H -2.303 -1.105 -0.610
H -0.591 -2.307 -1.640
H -1.529 -3.519 -0.735
H 0.319 -5.021 -0.275
H 2.328 -5.509 1.174
H 3.282 -3.591 2.530
H 2.338 -1.350 2.284
H -4.798 -1.193 1.631
O 1.990 -0.506 -1.353
N 3.268 -0.403 -1.036
C 4.149 -0.967 -1.896
C 5.495 -0.945 -1.665
C 5.968 -0.329 -0.508
C 5.066 0.248 0.350
C 3.689 0.234 0.087
S 2.604 1.034 1.181
H 3.683 -1.420 -2.757
H 6.164 -1.395 -2.383
H 7.026 -0.304 -0.288
H 5.385 0.736 1.260
Se -3.694 1.537 -1.032
N -1.920 1.566 -1.182
C -1.639 2.266 -2.270
C -0.321 2.537 -2.756
C -0.184 3.258 -3.893
C -1.318 3.748 -4.622
C -2.584 3.514 -4.206
C -2.785 2.763 -3.006
N -3.967 2.466 -2.503
H 0.544 2.162 -2.225
H 0.809 3.469 -4.268
H -1.152 4.316 -5.528
H -3.443 3.871 -4.756

8.
13
Properties=species:S:1:pos:R:3 method="wB97M-V/def2-TZVPD" smiles="C=CO[Si](O)(O)O" de_lowest_ev=0.4989 total_charge=0 energy_ha=-670.395940
C 0.128 1.821 0.025
C 0.895 0.993 0.722
O 0.890 -0.328 0.771
Si -0.440 -1.536 -0.288
O -0.364 -2.864 0.599
O -1.914 -0.909 -0.329
O 0.194 -1.710 -1.753
H 0.263 2.883 0.101
H -0.632 1.468 -0.651
H 1.662 1.395 1.383
H -0.551 -2.822 1.536
H -2.125 -0.185 -0.920
H 1.094 -2.017 -1.834